# 1
C4H5CuO2 | the ωB97M-V functional and the def2-TZVPD basis

Results
**Expectation value of S²**: 0.753
**Molecular weight**: 148.6 g/mol
**Multiplicity**: 2
**Total charge**: -1
**Energy above the lowest of the compared OMol25 structures with the same formula, charge and spin**: 96.6 kJ/mol

XYZ file:
```
12
Properties=species:S:1:pos:R:3:forces:R:3:mulliken_charge:R:1
H -3.27034 -0.04357 1.14649 0.7983 -0.4429 -2.3144 0.33
Cu 1.90595 -0.98633 3.60014 0.1061 0.2825 0.6784 -0.25
O -2.81130 1.11539 0.39865 -0.4923 2.2854 1.2991 -0.64
H -1.29691 -1.58016 -0.77609 -0.1613 -0.2457 0.4353 0.23
H -0.70435 -0.14804 1.91541 0.1852 -0.1008 -0.3129 0.27
O 1.53773 -1.63763 1.86997 0.1033 -0.3648 -1.0044 -0.43
C -2.72892 -0.16168 -0.02748 0.4786 -2.2127 0.3734 -0.55
C -1.49737 -0.90076 0.06175 -0.4979 0.3118 -0.1991 -0.06
H 0.78062 -2.18140 0.07540 0.0179 0.1159 0.1634 0.22
C -0.52148 -0.77634 1.03957 0.3507 -0.1246 -0.0028 -0.39
H -3.26762 -0.43651 -0.96403 -0.1355 0.1998 0.4635 0.23
C 0.65246 -1.55404 0.97985 -0.7530 0.2960 0.4204 0.04
```
Positions in Å, forces in eV/Å.

# 2
C30H61ClOP2Sn | the ωB97M-V functional and the def2-TZVPD basis

Results
**Calculated total energy**: -2612.0071 Ha
**Molecular weight**: 653.9 g/mol

XYZ file:
```
96
Properties=species:S:1:pos:R:3:forces:R:3:mulliken_charge:R:1
H 3.26329 3.65316 0.71163 -0.2323 -0.1055 0.0465 0.29
C 1.23159 -0.46710 4.30679 -0.1773 -0.1220 -0.0184 -1.41
H -1.96437 3.27176 -3.38954 0.0292 -0.0561 0.0610 0.52
H 3.21088 5.00804 -1.55034 0.0320 -0.1756 -0.1925 0.25
H -1.07271 3.69030 0.30250 0.1549 -0.1058 0.0378 0.24
Sn 1.14654 -0.75786 -1.13269 0.3984 1.1523 -0.2665 0.78
H -1.12583 0.72522 5.91583 -0.2136 -0.0470 -0.3099 0.34
H -1.14188 -4.92971 -3.44421 -0.1559 0.0359 0.2040 0.37
C -3.05952 0.43315 4.98020 -0.1129 -0.0376 -0.2372 -1.21
H 2.76066 -2.00477 -3.37141 -0.0305 -0.1694 0.1065 0.29
Cl 2.38628 -0.59059 0.91267 0.7652 0.3897 1.6756 -0.70
C 1.48985 -3.75981 -2.98441 -0.1631 -0.2427 -0.1388 0.69
H -0.25019 3.66236 1.86226 0.0557 -0.0104 -0.1838 0.47
C -4.69314 1.21666 0.89370 0.2929 0.1069 0.1213 -1.65
H 0.74898 2.01848 5.43642 0.0767 0.0504 -0.1087 0.39
H 0.80852 0.78556 2.62210 -0.0065 0.0279 0.2593 -1.20
H 2.31914 -0.36857 4.23287 -0.1353 -0.0342 -0.0289 0.41
H -4.88644 -1.44717 0.16214 0.0127 0.0359 0.1481 0.38
H 1.55009 0.06885 -2.59757 -0.4627 -0.1303 -0.6246 -0.08
H 4.59279 2.80102 -0.81702 -0.1614 -0.1398 -0.0388 0.33
C 2.19313 -4.10294 0.34045 0.1981 0.0976 0.1678 -1.21
C 1.02166 2.03262 4.37464 -0.2067 -0.0041 -0.0728 -1.56
H 2.65705 4.87778 -3.23937 0.1002 -0.0992 0.1946 0.30
H 2.30889 -5.57369 -2.07588 -0.1880 0.0517 -0.2411 0.27
H 2.36576 2.18748 1.19547 0.0448 0.2532 -0.0076 0.12
C 2.93140 2.95252 -2.24330 -0.4651 0.5563 0.0633 0.60
H -2.75343 -3.28949 -0.50331 0.1650 0.1035 -0.2228 0.41
C 1.64916 -5.28308 -2.90328 0.1166 -0.2446 -0.2840 -1.55
C -0.15500 5.05549 -2.39152 -0.3626 0.2389 -0.4183 -1.59
H -1.09980 1.75820 -3.07608 0.0349 0.1536 0.1179 0.17
C -1.69510 -4.59712 -2.55719 -0.4572 -0.0332 -0.2044 -1.64
H 1.15280 4.75086 -0.02815 -0.0420 -0.3595 0.4244 0.86
H 2.78124 2.45879 -3.22056 -0.0065 0.1625 0.2737 0.40
H -3.60805 0.42656 5.92472 0.1734 0.0165 -0.2720 0.35
P 1.25004 2.79721 -1.48832 -0.2765 -2.3121 1.0217 0.06
H -0.76955 5.49009 -3.19368 0.0475 0.0417 0.2221 0.47
C -1.69113 0.44273 2.60836 -0.3052 -0.0776 0.3169 0.90
H 0.96006 -0.56341 5.36709 0.0682 0.0040 -0.1631 0.37
C 0.53426 0.74912 3.68478 0.5400 0.1358 0.0482 2.28
C -3.75574 0.26506 3.77523 0.6597 0.0518 -0.3448 -0.42
C -3.04016 0.26380 2.54828 -1.1269 -0.0683 0.3422 0.23
H 0.92696 -1.38677 3.79096 0.1189 0.1516 0.1103 0.20
H 3.59799 1.32051 -0.90320 0.0693 0.2529 -0.0685 0.17
H -0.02603 -2.44344 1.25827 0.0090 -0.3084 -0.1113 -0.03
H -5.18543 1.04845 -0.06788 0.0066 0.0095 0.0578 0.44
H -0.32719 2.18351 0.88217 0.0533 0.1954 -0.0604 -0.08
C -2.29548 -2.53890 -1.16121 -0.1573 0.1659 0.1549 -1.25
C -1.25927 2.77977 -2.70944 0.0970 0.1896 -0.0298 -1.24
C -3.72582 0.06887 1.21784 -0.2670 -0.1238 -0.4082 1.54
H -1.51540 -5.31289 -1.74211 -0.0677 0.1935 -0.1563 0.30
C -0.14982 -3.52830 1.10322 -0.1045 0.0836 0.1418 -1.24
C -1.30968 -3.16857 -2.15707 0.0438 -0.7308 -0.3180 0.75
C 3.29270 4.41576 -2.47378 0.6599 0.1426 -0.2658 -1.53
H -3.11053 -2.04892 -1.71531 0.1619 -0.2302 0.1060 0.61
H 2.11150 2.11575 4.30373 -0.1442 0.0024 -0.0188 0.40
H 0.89110 -3.51052 -3.88278 0.1980 -0.1098 0.3178 0.43
C 0.71281 -4.06758 -0.05082 -0.3141 -0.4183 -0.4642 0.55
H -1.29659 -2.53679 -3.06551 0.1015 -0.2378 0.3057 0.38
H 2.83960 -4.55237 -0.42166 -0.1790 0.0951 0.1743 0.22
H 0.69290 -5.80905 -2.78863 0.2939 0.1376 0.0086 0.31
H 0.56802 2.92283 3.92005 0.1162 -0.1695 0.1216 0.23
C 4.01159 2.15525 -1.48387 -0.0059 -0.0124 -0.2481 -1.44
P 0.45128 -3.11004 -1.61346 -0.5843 0.5800 0.0890 -0.23
H 3.41068 -3.54784 -3.93917 -0.1164 0.0673 0.1244 0.52
H -0.68731 5.20616 -1.44344 0.1236 -0.0222 -0.1819 0.27
C -0.20767 3.27462 0.83565 -0.0062 0.0350 -0.0623 -1.28
C 2.30241 3.27999 1.08686 -0.0034 -0.0619 -0.0814 -1.54
H 0.37180 -5.08904 -0.30788 0.1805 0.2428 0.2488 0.60
H 2.56653 -3.09472 0.56401 -0.1144 -0.2823 -0.0883 0.01
H 0.55144 3.45645 -3.66165 -0.1410 0.0675 0.3142 0.54
H 4.33073 4.48950 -2.82554 -0.1007 0.1480 0.0215 0.47
H -2.92334 0.05773 0.46592 -0.2411 -0.0139 0.1361 -0.74
C 1.12789 3.65923 0.17570 0.1587 0.8878 -0.7378 0.47
H 4.70884 1.72545 -2.21344 -0.0102 0.1083 0.1459 0.44
H -5.30710 -1.26520 1.88142 0.0698 -0.0609 -0.1182 0.42
H 0.16648 -4.02207 2.03450 -0.0903 0.1122 -0.2531 0.57
H -1.21875 -3.73550 0.96009 0.3552 0.0693 0.0278 0.22
H 2.15040 3.71222 2.08452 -0.0203 -0.0711 -0.1778 0.50
H -4.15271 2.17077 0.84539 -0.1539 -0.1477 0.0291 0.33
C -0.96347 0.60222 3.74233 0.2087 0.1700 1.3580 0.06
H -2.76534 -4.63308 -2.79800 0.1459 -0.0849 0.0056 0.47
C 2.85715 -3.06698 -3.12171 0.0412 -0.0358 -0.0218 -1.41
H 3.46782 -3.15589 -2.21461 -0.1906 0.0170 -0.1600 0.23
H -1.83228 -1.76132 -0.53726 -0.1369 -0.2732 -0.1984 -0.05
H 0.78522 5.61864 -2.35685 -0.2227 -0.1552 0.0577 0.27
C -4.47875 -1.26959 1.16388 0.2423 -0.0615 0.1002 -1.47
H -3.81080 -2.10487 1.41971 -0.1897 0.1957 -0.0471 0.22
H -4.84143 0.13133 3.77175 0.3540 0.0415 0.0246 0.36
C -1.67619 0.60025 4.97830 0.2328 -0.0422 -0.7759 -0.59
H -5.46091 1.29611 1.67120 0.0451 0.0286 -0.1293 0.34
O -0.59405 -0.02034 -0.37183 0.3128 -0.3357 -0.7187 -0.33
H 2.11072 -5.63370 -3.83796 -0.0728 -0.0006 0.2517 0.47
H -1.05706 0.40906 -1.10908 0.1195 0.0864 0.3137 -0.02
C 0.06445 3.56973 -2.67429 0.2852 0.3587 0.0469 0.21
H 2.28901 -4.69392 1.26080 0.0155 0.0532 -0.1976 0.50
H -1.73165 2.73043 -1.71912 0.1369 0.0097 -0.1693 0.11
```
Positions in Å, forces in eV/Å.